1.
40
Properties=species:S:1:pos:R:3:forces:R:3 method="wB97M-V/def2-TZVPD" relative_energy_ev=9.156 orbital_gap_ev=1.124 spin_multiplicity=1 total_charge=0 e_homo_ev=-3.94
C -1.6924 1.4168 -0.6069 1.130 -3.252 0.811
C -0.3032 0.8003 0.0784 2.782 0.499 0.114
N 0.9387 1.6579 -0.0896 -2.140 -7.363 3.722
C 1.9376 0.7938 0.6478 -2.440 0.807 -1.076
N 3.2298 1.2554 0.6900 -2.260 -0.764 -0.309
N 1.2735 -0.4510 1.1940 2.817 3.000 -1.066
N -0.0797 -0.4857 0.8500 -0.180 5.709 -3.024
H -2.4291 0.5002 -0.6898 1.722 2.054 0.062
H -1.4264 1.8289 -1.6952 -0.544 -1.380 2.443
H -2.1819 2.2475 0.0804 0.694 -3.383 -1.138
H 3.9628 0.7214 1.2198 -0.154 -0.575 0.269
H 3.4576 2.1076 0.1204 -0.714 -1.426 0.961
H 1.7868 -1.1733 1.7499 -0.732 0.944 -0.821
H -0.7996 -1.2244 1.0543 1.373 0.935 -0.285
F 4.4158 -0.5206 2.1524 -0.295 0.022 0.342
Na 4.8683 -1.3475 4.1617 0.034 0.386 -0.401
Cl -4.1125 1.9425 -0.8978 -2.346 1.301 -0.814
N -6.1661 0.7723 -3.6152 -0.248 0.762 -0.288
H -5.5888 1.1370 -2.8484 0.235 -0.003 0.378
H -7.1295 0.6407 -3.2854 0.466 -0.343 -0.098
H -6.1596 1.4394 -4.3957 -0.018 -0.234 0.391
H -5.7865 -0.1279 -3.9311 -0.182 -1.543 0.337
B -3.4271 -2.4788 -2.0566 -3.192 2.637 -1.138
F -4.1721 -2.5608 -3.3024 4.172 -0.565 2.526
F -4.1914 -1.7145 -1.0843 1.535 -1.199 -1.022
F -3.1921 -3.8186 -1.5434 -0.889 0.925 1.117
F -2.1528 -1.8213 -2.2964 -1.682 2.055 1.794
F -6.0972 -2.1804 -3.5095 -2.738 1.815 -0.632
N 6.3524 -0.1670 8.3254 0.166 0.132 0.397
H 6.5752 0.5714 7.6476 -0.033 0.126 -0.398
H 5.3336 -0.2777 8.3884 -0.378 -0.104 -0.210
H 6.7745 -1.0515 8.0189 0.021 -0.322 -0.319
H 6.7264 0.0896 9.2465 0.115 0.077 0.282
K -1.0448 3.8003 -0.4640 0.884 2.365 -0.243
Cl -1.7559 -3.8461 -2.9149 3.081 -4.101 -2.763
C 2.5264 0.2795 -3.1543 0.022 -0.244 0.265
Cl 0.9744 -0.4649 -3.5571 0.040 0.016 0.251
Cl 3.0643 1.3648 -4.4418 0.135 0.118 0.044
H 2.4175 0.8512 -2.2295 -0.060 -0.074 -0.307
H 3.2729 -0.5065 -3.0166 -0.203 0.191 -0.158


2.
25
Properties=species:S:1:pos:R:3:forces:R:3 method="wB97M-V/def2-TZVPD" relative_energy_ev=8.388 orbital_gap_ev=4.581 spin_multiplicity=1 total_charge=+1 e_homo_ev=-14.26
C 0.8060 -1.9478 -1.3702 0.922 1.524 -1.114
N 2.2143 -1.9116 -1.1825 -2.510 -1.671 0.815
C 0.3356 -0.5332 -1.8306 -0.282 -3.284 -1.520
N -1.1195 -0.4617 -1.8470 1.475 1.116 1.333
C -2.9903 3.2700 4.5664 0.148 0.099 0.284
C 0.9811 -0.2658 -3.2227 -0.621 1.521 -0.057
H 0.5976 -2.6580 -2.2028 -0.037 -0.064 -0.099
H 0.1794 -2.4162 -0.5801 0.312 -0.321 0.520
H 2.5834 -2.7805 -0.7867 0.054 -0.047 -0.165
H 2.3741 -1.0791 -0.5186 1.223 2.346 0.768
H 0.7302 0.0260 -0.9983 0.328 1.214 0.167
H -1.3115 0.5426 -1.8850 -0.512 -0.174 -0.836
H -3.8340 2.5858 4.5257 -0.246 0.257 0.177
H -2.8024 3.6456 3.5593 0.384 -0.280 0.103
H -3.1544 4.1430 5.1999 -0.441 -0.178 -0.016
H -2.1674 2.7278 5.0421 0.158 0.097 -0.552
H 1.9793 0.2030 -3.2161 -0.316 -0.514 0.408
H 0.9761 -1.1435 -3.8853 -0.062 0.233 0.409
H 0.3358 0.5010 -3.6820 0.250 -0.332 -0.152
H 2.7057 -0.1223 1.1899 0.404 -0.412 -0.295
H 0.7405 -0.3830 0.9473 -0.851 -0.095 -0.135
O 2.1071 -0.0427 0.4288 0.289 -0.473 -0.146
H -0.6116 -0.6505 1.7626 -0.058 -0.029 -0.128
H -1.4037 -0.6565 -0.8806 -0.239 -0.427 -0.289
O -0.2513 -0.5928 0.8665 0.229 -0.108 0.519


3.
25
Properties=species:S:1:pos:R:3:forces:R:3 method="wB97M-V/def2-TZVPD" relative_energy_ev=1.089 orbital_gap_ev="11.518 / 5.969" spin_multiplicity=2 total_charge=+2 e_homo_ev="-17.90 / -17.90"
C 0.6727 -1.3119 1.1048 -2.474 -0.524 -0.713
C 1.0727 -1.5284 -0.3588 0.550 0.585 -1.273
C 0.2255 -0.7559 -1.4556 0.318 1.402 2.106
C -1.3082 -0.8201 -1.2805 2.059 -2.281 4.373
N -1.6477 -2.0763 -1.8903 -0.862 2.220 -2.778
N 1.3880 -0.2104 1.8266 -0.926 -2.284 2.312
H -0.4704 -1.1310 1.2108 2.086 -0.080 0.056
H 0.8130 -2.2845 1.6069 0.321 0.795 0.306
H 1.1868 -2.6110 -0.5385 -0.277 0.474 -0.050
H 2.0732 -1.0790 -0.5628 -0.352 -0.639 0.454
H 0.5742 0.2734 -1.3215 -0.594 0.207 -0.030
H 0.5022 -0.9298 -2.4710 0.356 -0.762 -0.687
H -1.8168 -0.0048 -1.7348 -0.790 0.839 -0.755
H -1.5527 -0.8179 -0.0057 0.039 -0.091 -4.187
H -1.4142 -2.1163 -2.9478 0.099 -0.476 2.029
H -2.5538 -2.4574 -1.7123 -0.770 -1.108 0.638
H 2.3580 -0.5245 1.8648 0.218 0.355 0.538
H 0.9324 -0.2173 2.8250 1.534 0.538 -2.079
H 1.3644 0.7248 1.4397 -0.546 1.216 -0.192
H 0.9375 3.1273 2.4480 -0.397 0.526 -0.381
H 0.1693 2.8966 0.9749 0.119 0.271 0.722
O 0.7951 2.5934 1.6632 0.608 -1.462 -0.186
H -1.8422 2.3960 0.0215 -1.760 -0.573 0.657
H -1.2086 3.7685 -0.0888 -0.486 0.970 -0.149
O -1.0714 2.8430 -0.2409 1.929 -0.118 -0.732


4.
25
Properties=species:S:1:pos:R:3:forces:R:3 method="wB97M-V/def2-TZVPD" relative_energy_ev=1.750 orbital_gap_ev="12.140 / 5.126" spin_multiplicity=2 total_charge=+2 e_homo_ev="-18.75 / -18.72"
C -1.8530 -0.0622 1.3184 -2.172 0.184 -0.128
C -0.6252 0.3074 0.4871 1.545 0.930 -1.766
C 0.5773 -0.5710 0.7265 0.370 -2.716 -0.287
C 1.8147 -0.2444 -0.1529 1.019 2.205 1.874
N 1.5382 0.0975 -1.5487 0.798 -0.187 0.249
N -0.8914 0.0688 -0.9730 -2.124 -0.552 1.494
H -1.7304 -0.8033 2.1048 0.455 0.204 -0.118
H -2.3136 0.8692 1.6816 0.497 -0.193 0.174
H -2.5900 -0.4569 0.6193 -0.102 -0.092 0.441
H -0.4803 1.3953 0.5535 0.476 -0.422 0.232
H 0.9273 -0.8294 1.7249 -0.190 1.200 0.459
H 0.3694 -1.6384 0.4578 -0.572 0.570 -0.336
H 2.5835 -0.9933 0.0370 -0.251 -0.325 -0.669
H 2.1576 0.7008 0.3411 0.063 -0.501 -0.695
H 2.0687 -0.4299 -2.2546 -0.668 -0.728 0.118
H 0.3587 0.0055 -1.5446 0.636 0.386 -0.705
H 1.8394 1.0554 -1.7615 -0.716 0.400 0.370
H -1.3137 -0.8683 -1.0900 0.447 -0.307 -0.058
H -1.5345 0.7231 -1.4294 0.476 0.430 -0.176
H 1.9669 3.7370 -0.3408 0.319 -0.012 -0.325
H 1.2568 3.2692 0.8606 -0.029 -0.142 0.379
O 1.7200 2.9136 0.0960 -0.339 0.086 -0.155
H -3.0199 -2.7444 0.1998 -0.086 -0.281 -0.019
H -1.7319 -3.1073 0.9566 -0.132 -0.264 -0.051
O -2.0652 -2.6179 0.1973 0.281 0.124 -0.302


5.
26
Properties=species:S:1:pos:R:3:forces:R:3 method="wB97M-V/def2-TZVPD" relative_energy_ev=0.896 orbital_gap_ev=10.615 spin_multiplicity=1 total_charge=+1 e_homo_ev=-13.32
C -0.0494 1.2045 1.9832 -0.891 1.107 -0.152
C 0.4914 1.9281 0.7454 1.474 0.233 0.494
C 0.3887 1.0177 -0.4212 0.037 0.108 -0.575
C -0.0856 1.3426 -1.6103 0.952 0.397 0.021
N -0.3823 0.2938 -2.5887 -0.539 0.652 -0.759
N 0.8618 0.1818 2.4675 0.285 -0.216 -0.487
H -1.0163 0.7659 1.7147 0.055 -0.209 0.160
H -0.3016 1.9975 2.6959 0.232 -0.248 0.307
H 1.5335 2.2032 0.9789 0.160 -0.585 -0.179
H 0.1324 2.9484 0.6073 -0.916 -0.349 -0.220
H 0.6784 -0.0158 -0.2760 -0.263 -0.017 0.312
H -0.1441 2.3611 -1.9669 -0.596 -0.023 -0.029
H 0.1750 0.2852 -3.4437 0.690 0.050 0.331
H -0.3542 -0.6311 -2.1071 0.052 0.004 -0.206
H -1.3127 0.4864 -2.9672 -0.278 -0.416 0.479
H 1.8180 0.5034 2.3665 0.022 -0.006 0.151
H 0.7182 -0.0242 3.4434 -0.120 -0.008 0.198
H 0.4991 -1.6340 1.5389 -0.027 0.463 0.279
H 0.0274 -3.1023 1.4590 -0.074 0.020 0.071
O -0.0370 -2.2509 1.0111 0.160 -0.482 -0.060
H 0.6763 -2.7080 -2.1566 0.137 -0.005 0.033
H 0.6096 -2.3391 -0.6384 -0.215 0.345 -0.217
O 0.6024 -1.9615 -1.5508 0.134 -0.614 -0.076
H -1.6106 -1.7055 -0.6440 -0.064 0.179 0.783
H -1.9546 -0.3325 0.0931 0.100 -0.542 0.315
O -1.9637 -0.8148 -0.7341 -0.506 0.162 -0.975


6.
27
Properties=species:S:1:pos:R:3:forces:R:3 method="wB97M-V/def2-TZVPD" relative_energy_ev=0.227 orbital_gap_ev=10.342 spin_multiplicity=1 total_charge=+1 e_homo_ev=-12.74
C 1.1340 -0.7346 -0.9668 2.705 -0.238 1.533
C -1.1948 -1.4023 0.4152 3.280 -0.240 -0.427
C -0.0307 -0.1483 -0.1476 -3.130 -1.971 -0.717
C 0.6149 0.4276 1.0779 -0.368 -4.495 2.365
N -2.0799 -1.6328 -0.6120 -0.266 -0.689 -2.454
N -0.3066 -2.6413 0.8577 -1.348 4.080 0.876
N -0.8240 0.7547 -0.9491 0.577 1.374 0.197
N 0.9601 1.6306 1.2106 0.543 2.915 -0.876
N 0.8327 -0.5504 2.0120 -1.586 1.706 -3.453
N 0.6445 3.3868 -1.0535 -3.000 -0.209 1.325
H 1.7081 0.1410 -1.3760 -0.698 -0.821 -0.161
H 1.9045 -1.1060 -0.1466 -1.527 0.206 -1.930
H 1.0306 -1.5538 -1.7372 -0.469 1.085 0.868
H -1.7018 -0.9826 1.2629 -0.027 -0.035 0.667
H -3.0002 -2.0960 -0.4303 1.608 0.486 -0.408
H -1.5528 -1.8628 -1.5158 -1.795 0.013 1.720
H -0.8168 -3.1258 1.5495 -0.603 -1.090 0.560
H -0.1057 -3.1713 0.0720 0.387 -1.370 -1.569
H -1.7380 1.1118 -0.6567 0.630 -0.621 0.626
H -0.9598 0.4548 -1.8896 0.205 -0.473 -0.517
H 0.8855 2.2209 0.3439 -0.013 0.622 0.452
H 1.4273 2.0158 2.0246 -0.100 -0.269 -0.166
H 1.2919 -0.3125 2.8385 0.758 -0.104 1.448
H 0.4412 -1.4747 1.6229 1.172 -0.126 1.342
H -0.1470 4.0620 -0.7651 1.219 -1.965 -0.702
H 0.2870 2.5605 -1.6242 0.654 2.098 0.611
H 1.2958 4.0286 -1.4172 1.190 0.129 -1.208


7.
25
Properties=species:S:1:pos:R:3:forces:R:3 method="wB97M-V/def2-TZVPD" relative_energy_ev=0.224 orbital_gap_ev="2.122 / 8.981" spin_multiplicity=2 total_charge=-1 e_homo_ev="0.86 / -6.09"
C 2.0059 0.3933 1.0745 0.264 -0.920 0.148
C 0.6505 0.9626 0.6437 -0.752 -0.712 -0.548
C -0.5510 0.0486 1.0633 0.159 0.971 0.014
C -1.1563 -0.7138 -0.1108 1.282 -1.359 0.021
N -1.3203 0.0076 -1.3805 -0.310 1.102 0.096
H 1.9021 -0.7008 1.1809 -0.136 0.342 0.382
H 2.4534 0.7889 1.9984 -0.446 -0.003 -0.147
H 2.8048 0.4022 0.3350 0.035 0.717 -0.338
H 0.3978 1.9566 0.9944 0.489 0.286 0.114
H 0.5820 0.9969 -0.4548 0.340 0.320 0.387
H -0.1707 -0.6412 1.8250 -0.310 -0.224 -0.193
H -1.3125 0.6623 1.5358 -0.135 0.114 0.011
H -2.0168 -1.2943 0.2111 -0.497 0.305 0.072
H -0.3964 -1.4673 -0.3263 -0.207 -0.278 -0.014
H -2.1252 -0.3257 -1.9017 0.121 -0.391 0.097
H -1.6126 0.9690 -1.1842 0.134 -0.054 0.115
H 1.3603 -3.5980 -0.6804 -0.142 0.000 0.201
H 1.9736 -2.2283 -0.7911 -0.389 0.316 0.097
O 1.4024 -2.7587 -0.2066 0.585 -0.511 -0.283
H 2.4785 0.0437 -1.8276 -1.162 -0.246 -0.076
H 0.9221 -0.4523 -1.9471 0.175 0.608 0.144
O 1.8633 -0.6782 -2.0572 0.818 -0.343 -0.232
H -3.1196 2.9256 0.0362 0.011 -0.046 -0.067
H -3.7375 2.5575 1.3643 -0.041 -0.096 -0.007
O -3.2777 2.1436 0.6056 0.115 0.099 0.007


8.
28
Properties=species:S:1:pos:R:3:forces:R:3 method="wB97M-V/def2-TZVPD" smiles="C[C@@H](N)CC(=O)O.O.O.O.O" relative_energy_ev=1.501 orbital_gap_ev=9.504 spin_multiplicity=1 total_charge=0 e_homo_ev=-9.32
C -0.8196 -0.8872 2.4294 0.196 1.749 -1.141
C -0.6818 -0.0889 1.0863 0.960 1.608 2.630
C -1.4377 -0.8149 0.0056 -1.067 7.943 -0.827
C -1.3469 0.0300 -1.3140 1.039 -4.191 -2.655
O -2.3830 0.8274 -1.4676 -0.942 0.447 2.608
O -0.6445 -0.2825 -2.2856 -1.002 1.143 2.184
N 0.7778 0.1191 0.8254 -1.124 -0.980 -2.407
H 0.0575 -1.4331 2.6821 0.770 -0.502 -0.048
H -0.9715 -0.1428 3.1720 -0.167 0.391 1.064
H -1.6408 -1.5312 2.4099 -1.433 -1.085 0.100
H -1.1621 0.9586 1.2326 0.899 -1.605 -0.239
H -2.4677 -0.7061 0.2834 -0.534 -0.844 0.210
H -0.9947 -1.6682 -0.0030 2.029 -5.910 -1.109
H -2.3702 1.2822 -2.2815 0.387 0.671 -1.798
H 1.3536 0.4685 1.5506 -0.005 0.392 1.035
H 1.2371 -0.7213 0.4315 -0.564 0.713 0.234
H 0.7497 1.6153 -0.7177 -0.182 0.381 0.529
H 1.1079 2.6182 -1.9490 -0.071 -1.007 0.869
O 1.2646 1.7534 -1.5136 0.766 0.607 -1.428
H -0.9489 3.9158 0.8192 0.287 0.006 -0.911
H -0.4886 3.9529 -0.6968 -0.338 1.113 -0.878
O -0.4684 3.4652 0.1011 -0.070 -1.052 1.886
H 2.2109 -3.2708 -0.4070 0.195 0.392 1.030
H 2.1749 -2.5402 0.9459 -0.463 1.501 0.470
O 2.4391 -3.3379 0.5456 0.319 -1.915 -1.361
H 1.6039 -0.4315 -1.6951 0.182 -0.969 -0.520
H 1.9466 -1.7773 -2.5560 -0.324 1.339 1.841
O 1.9029 -1.3728 -1.6339 0.258 -0.336 -1.368


9.
28
Properties=species:S:1:pos:R:3:forces:R:3 method="wB97M-V/def2-TZVPD" relative_energy_ev=0.981 orbital_gap_ev="10.295 / 5.081" spin_multiplicity=2 total_charge=+1 e_homo_ev="-14.19 / -14.19"
C 0.6695 -1.2400 -0.7504 0.073 0.504 0.566
C 0.4408 -0.4670 -2.0872 -0.263 -0.715 -0.158
C -0.8855 0.2136 -2.0477 -1.752 0.918 0.814
O -1.1443 1.1403 -1.3060 1.468 -0.258 -0.189
N -0.5321 -1.7284 -0.0566 3.620 -0.610 0.001
C -0.7266 -1.3888 1.3478 -0.914 1.733 0.734
O 0.4515 -0.9671 1.9941 0.373 -0.492 -0.981
H 1.3325 -0.6637 -0.0587 -0.744 -0.018 -0.286
H 1.2851 -2.1166 -0.9881 -0.365 -0.078 -0.186
H 1.2109 0.2898 -2.2247 0.213 -0.189 -0.025
H 0.4526 -1.2534 -2.8419 0.091 0.503 -0.390
H -1.7920 -0.1304 -2.5824 0.668 -0.570 -0.640
H -0.4736 -2.7344 -0.2066 -1.316 -0.195 -0.063
H -1.2450 -2.2405 1.7828 0.065 0.160 0.335
H -1.3044 -0.4465 1.4345 -0.762 -0.690 -0.581
H 0.5191 -1.3682 2.8549 0.036 -0.413 0.615
H 3.4231 0.0041 0.1910 0.227 1.020 -0.116
H 2.5610 -0.4985 1.3696 0.296 0.371 0.116
O 3.0979 -0.7738 0.6203 -0.224 -1.542 0.218
H -2.9775 0.4929 0.0017 -0.320 -1.337 0.190
H -2.6671 1.7953 -0.4446 -0.757 0.559 0.174
O -3.3077 1.3651 0.1519 0.459 0.800 -0.141
H 1.0548 1.3600 0.1162 -0.283 0.676 0.120
H 2.0929 2.5583 0.2045 -0.486 0.175 0.087
O 1.9738 1.6162 0.0652 0.720 -0.432 -0.310
H -0.6106 2.1564 0.7272 0.506 0.485 -0.150
H -1.8743 2.2765 1.3680 -0.445 0.632 0.514
O -1.0248 2.7486 1.3651 -0.185 -0.997 -0.270


10.
29
Properties=species:S:1:pos:R:3:forces:R:3 method="wB97M-V/def2-TZVPD" smiles="N[C@H](C=O)CC=O.O.O.O.O.O" relative_energy_ev=1.578 orbital_gap_ev=8.352 spin_multiplicity=1 total_charge=0 e_homo_ev=-8.18
O -2.5823 0.3886 1.3692 -0.231 -0.713 0.403
C -1.4204 0.0657 1.4746 -1.007 2.378 -2.328
C -0.5709 -0.0289 0.1380 1.315 -2.410 2.274
C -0.9329 -1.2695 -0.6814 -1.188 -0.805 -0.238
C -0.8041 -1.0952 -2.1741 0.063 0.076 1.588
O -0.4979 -0.0455 -2.6846 -0.202 -0.161 -0.682
N 0.8023 -0.1776 0.6295 0.445 -0.118 -0.048
H -0.9173 0.2318 2.4342 0.552 -0.606 -0.019
H -0.8161 0.8206 -0.4769 0.274 0.446 0.284
H -0.4760 -2.2649 -0.4535 0.507 1.131 0.129
H -1.9649 -1.5691 -0.4288 -0.272 0.396 -0.562
H -0.9716 -2.0441 -2.7086 0.044 0.210 -0.634
H 1.0849 -1.1511 0.5904 -0.171 0.289 0.031
H 1.5905 0.3387 0.2655 -0.436 0.520 -0.387
H 2.8950 -3.0440 0.1004 0.022 0.089 -0.057
H 1.6223 -3.4450 0.8406 0.060 0.235 -0.242
O 1.9488 -2.8682 0.1320 -0.002 -0.618 0.287
H -1.5909 -2.9839 1.9109 0.134 0.161 0.379
H -0.5884 -2.1893 2.8300 -0.170 -0.186 0.139
O -0.9576 -2.2556 1.9456 0.110 -0.501 -0.208
H 1.8619 2.3630 0.4693 0.668 0.105 -0.350
H 3.3147 2.6064 -0.1444 -0.304 0.034 0.072
O 2.7453 1.9563 0.2774 0.195 -0.217 0.183
H -0.8128 1.8523 -2.2587 -0.693 0.054 0.116
H -1.8631 2.9700 -1.6375 -0.397 -0.649 -0.458
O -0.9605 2.6941 -1.7914 0.808 0.575 0.002
H -0.1913 2.9461 -0.3540 0.455 -0.885 0.916
H 0.6274 4.0246 -0.0239 0.593 0.048 0.939
O 0.4257 3.1738 0.4098 -1.173 1.125 -1.530